(1)
Entry from the OMol25 dataset: the molecule C5H8N2 at a distorted geometry (ωB97M-V with the def2-TZVPD basis set).

Summary:
2S+1: 1
total charge: 0
gap between HOMO and LUMO: 9.79 eV
lowest unoccupied orbital energy: 0.75 eV

Each line ends with the natural charge from an NBO analysis.
Atoms and positions in Å:
C: -3.502 -0.160 0.113  -0.37
C: -2.265 0.150 -0.282  -0.23
C: -0.866 -0.020 0.350  0.07
N: 0.203 0.013 -0.332  -0.29
N: 1.291 -0.296 0.453  -0.29
C: 2.522 0.674 0.097  -0.30
C: 2.498 -0.707 -0.237  -0.25
H: -4.238 -0.201 -0.639  0.21
H: -3.799 -0.424 1.130  0.21
H: -1.938 0.563 -1.273  0.22
H: -0.658 0.077 1.469  0.18
H: 3.040 1.483 0.787  0.24
H: 2.149 1.330 -0.730  0.20
H: 2.401 -0.984 -1.279  0.21
H: 3.160 -1.498 0.373  0.21

(2)
Entry from the OMol25 dataset: the molecule C2H7NO3S at a distorted geometry (ωB97M-V with the def2-TZVPD basis set).

Summary:
2S+1: 1
total charge: 0
gap between HOMO and LUMO: 10.52 eV
lowest unoccupied orbital energy: 0.66 eV

Each line ends with the natural charge from an NBO analysis.
Atoms and positions in Å:
C: 1.751 1.154 0.049  -0.42
N: 0.966 0.083 -0.315  -0.71
C: 1.602 -1.296 -0.032  -0.42
S: -0.674 0.074 -0.130  2.54
O: -1.282 -0.652 -1.118  -0.92
O: -1.063 1.417 0.141  -0.95
O: -0.857 -0.753 1.219  -0.90
H: 2.861 1.075 -0.344  0.22
H: 1.326 2.086 -0.460  0.24
H: 1.708 1.263 1.308  0.17
H: 1.808 -1.376 1.192  0.20
H: 2.541 -1.475 -0.330  0.20
H: 0.975 -2.011 -0.685  0.24
H: -1.697 -0.569 1.570  0.50

(3)
Entry from the OMol25 dataset: a cluster of 2 separate species, C2H3F2O3S in total at a distorted geometry (ωB97M-V with the def2-TZVPD basis set).

Summary:
2S+1: 1
total charge: -1
gap between HOMO and LUMO (alpha / beta): 6.08 / 9.33 eV
lowest unoccupied orbital energy (alpha / beta): 2.93 / 3.74 eV

Each line ends with the natural charge from an NBO analysis.
Atoms and positions in Å:
C: -0.492 0.282 -0.073  -0.10
C: 0.392 -0.021 1.005  0.17
O: 2.491 -3.500 0.170  -0.97
O: 0.932 -3.038 -1.700  -0.98
O: 2.737 -1.399 -1.177  -0.96
F: -1.238 1.463 0.258  -0.42
F: 1.651 0.697 1.102  -0.39
S: 1.907 -2.485 -0.741  2.10
H: 0.023 0.591 -1.054  0.21
H: -1.214 -0.477 -0.151  0.19
H: 0.124 0.021 1.999  0.14

(4)
Entry from the OMol25 dataset: the molecule C3H5N3OS at a distorted geometry (ωB97M-V with the def2-TZVPD basis set).

Summary:
2S+1: 1
total charge: 0
gap between HOMO and LUMO: 7.95 eV
lowest unoccupied orbital energy: -0.24 eV

Each line ends with the natural charge from an NBO analysis.
Atoms and positions in Å:
C: 1.599 0.174 0.998  0.04
C: 2.090 -0.680 0.081  -0.60
C: -0.309 -0.083 -0.244  0.21
N: 0.314 0.595 0.945  -0.59
N: -2.394 0.982 0.177  -0.63
N: -1.542 0.191 -0.602  -0.37
O: 0.563 -2.382 -1.359  -0.95
S: 0.936 -0.967 -1.248  1.27
H: 2.168 0.544 1.840  0.21
H: 3.088 -1.059 0.018  0.24
H: -2.627 1.839 -0.326  0.36
H: -1.879 1.220 1.025  0.40
H: -2.007 -0.374 -1.305  0.41

(5)
Entry from the OMol25 dataset: a structure of composition C23H50O20Sr2 at a distorted geometry (ωB97M-V with the def2-TZVPD basis set).

Summary:
2S+1: 1
total charge: +2
gap between HOMO and LUMO: 8.99 eV
lowest unoccupied orbital energy: -3.83 eV

Each line ends with the Mulliken charge.
Atoms and positions in Å:
Sr: 0.164 -0.011 0.903  1.25
Sr: -1.835 0.802 -2.282  2.52
C: -2.856 -1.731 -0.070  -0.65
O: -1.863 -0.910 -0.663  -0.10
H: -2.691 -1.963 0.971  -0.16
H: -3.945 -1.427 -0.309  -0.06
H: -2.964 -2.728 -0.574  0.28
C: 1.353 2.146 -1.652  -0.93
O: 0.358 1.182 -1.329  -0.33
H: 2.361 1.786 -1.373  -0.02
H: 1.455 2.434 -2.659  0.37
H: 1.278 3.124 -1.025  0.04
C: -1.342 -2.121 3.514  -0.78
O: -1.287 -0.825 2.933  0.35
C: -2.537 -0.103 3.035  -1.01
C: -2.347 1.442 2.930  -0.71
O: -2.047 1.745 1.574  0.14
C: -1.907 3.148 1.316  -0.59
C: -0.676 3.702 2.064  -1.00
O: 0.442 2.781 1.882  0.44
C: 1.687 3.435 2.151  -0.68
H: -0.322 -2.497 3.389  -0.10
H: -2.135 -2.709 3.111  0.33
H: -1.599 -1.865 4.563  0.39
H: -2.880 -0.331 4.101  0.50
H: -3.249 -0.622 2.374  0.49
H: -1.570 1.789 3.541  0.27
H: -3.331 1.856 3.217  0.36
H: -2.789 3.691 1.603  0.42
H: -1.750 3.306 0.238  0.21
H: -0.883 3.833 3.092  0.36
H: -0.324 4.684 1.647  0.48
H: 1.910 3.530 3.248  0.22
H: 1.865 4.380 1.716  0.48
H: 2.384 2.772 1.713  -0.16
C: 1.745 0.426 5.713  -0.77
O: 2.755 -0.346 5.000  -0.40
C: 2.703 -0.422 3.673  0.06
O: 1.851 -0.021 2.932  0.31
O: 3.795 -1.039 3.186  -0.05
C: 4.895 -1.545 3.990  -0.91
H: 2.300 0.982 6.459  0.33
H: 1.009 -0.265 6.082  0.33
H: 1.145 1.121 5.219  0.24
H: 4.579 -2.030 4.935  0.31
H: 5.544 -0.704 4.249  0.33
H: 5.378 -2.185 3.294  0.31
C: 2.106 -4.190 2.358  -0.22
O: 2.033 -4.146 0.914  -0.39
C: 1.225 -3.371 0.283  0.60
O: 0.442 -2.581 0.787  -0.38
O: 1.350 -3.623 -1.035  -0.41
C: 0.518 -2.763 -1.896  -0.37
H: 3.130 -4.310 2.561  0.29
H: 1.457 -4.965 2.731  0.34
H: 1.779 -3.226 2.786  -0.24
H: 0.764 -3.051 -2.920  0.21
H: 0.800 -1.653 -1.816  0.10
H: -0.478 -2.948 -1.582  0.31
C: -1.451 -2.061 -6.510  -0.66
O: -0.394 -1.044 -6.326  -0.37
C: -0.450 -0.199 -5.302  0.65
O: -1.253 -0.197 -4.413  -0.72
O: 0.536 0.638 -5.234  -0.16
C: 1.528 0.888 -6.210  -0.70
H: -1.795 -2.385 -5.543  0.31
H: -0.929 -2.787 -7.144  0.24
H: -2.276 -1.645 -7.065  0.29
H: 1.081 1.121 -7.198  0.31
H: 2.215 0.024 -6.210  0.33
H: 2.051 1.726 -5.804  0.23
C: 5.271 1.159 1.117  -0.78
O: 3.894 0.638 0.907  0.15
C: 3.734 -0.528 0.281  0.09
O: 2.604 -0.827 0.004  0.08
O: 4.777 -1.196 -0.037  -0.41
C: 4.570 -2.303 -0.891  -0.62
H: 5.190 2.232 1.480  0.21
H: 5.839 1.132 0.212  0.36
H: 5.776 0.572 1.918  0.19
H: 4.406 -3.238 -0.300  0.22
H: 5.487 -2.364 -1.432  0.35
H: 3.712 -2.153 -1.590  0.21
C: -6.335 1.074 -1.134  -0.35
O: -6.315 1.350 -2.565  -0.38
C: -5.134 1.747 -3.061  0.60
O: -4.023 1.576 -2.484  -0.74
O: -5.224 2.336 -4.200  -0.30
C: -6.517 2.592 -4.779  -0.65
H: -5.408 0.529 -0.916  0.05
H: -7.267 0.502 -0.985  0.25
H: -6.406 2.053 -0.600  0.28
H: -6.398 3.609 -5.103  0.29
H: -7.327 2.593 -4.029  0.32
H: -6.717 1.967 -5.648  0.28

(6)
Entry from the OMol25 dataset: a cluster of 6 separate species, H12O6 in total at a distorted geometry (ωB97M-V with the def2-TZVPD basis set).

Summary:
2S+1: 1
total charge: 0
gap between HOMO and LUMO: 10.57 eV
lowest unoccupied orbital energy: -0.02 eV

Each line ends with the natural charge from an NBO analysis.
Atoms and positions in Å:
O: 0.314 -0.661 0.441  -0.98
H: 0.250 -1.603 0.586  0.48
H: 1.002 -0.419 -0.165  0.49
O: -1.086 1.720 1.215  -0.94
H: -1.781 1.623 0.603  0.46
H: -0.359 1.274 0.846  0.48
O: -0.413 -1.107 3.772  -0.92
H: -0.946 -1.235 3.022  0.46
H: -1.038 -1.413 4.408  0.46
O: -1.341 -1.604 -1.888  -0.95
H: -1.217 -0.971 -1.176  0.49
H: -1.450 -1.092 -2.689  0.46
O: -0.196 1.609 -2.003  -0.94
H: 0.602 1.333 -1.601  0.47
H: -0.251 1.088 -2.796  0.46
O: 2.240 0.539 -0.749  -0.96
H: 2.872 -0.127 -0.496  0.49
H: 2.798 1.045 -1.329  0.49